Record 1
{
  "formula": "C3H7NO",
  "method": "ωB97M-V/def2-TZVPD",
  "species": ["C", "N", "C", "O", "H", "H", "H", "C", "H", "H", "H", "H"],
  "xyz": [[-1.97628, -0.21622, -0.03005], [-0.66883, 0.24712, -0.40638], [0.14757, -0.28443, -1.12268], [0.96975, -0.74756, -1.81377], [-2.13057, -1.23908, -0.37749], [-2.72685, 0.44407, -0.46578], [-2.07464, -0.18337, 1.05646], [1.71776, 0.37916, 1.12153], [0.69850, 0.13892, 0.79323], [1.98152, 1.34676, 0.68799], [2.56255, -0.30364, 0.95798], [1.56880, 0.47670, 2.18762]],
  "atomic_forces_ev_per_a": [[-0.4, -0.1, 0.1], [0.1, -0.2, -1.2], [-0.6, -0.2, -0.8], [-0.2, 0.4, 0.5], [-0.2, 0.1, 0.1], [0.0, -0.1, 0.1], [0.0, 0.0, -0.1], [0.1, 0.3, 0.6], [1.5, -0.4, 0.3], [0.0, 0.0, 0.2], [-0.7, -0.1, -0.2], [0.4, 0.3, 0.5]],
  "max_force_ev_per_a": 1.6,
  "gap_ev": 10.9,
  "multiplicity": 1,
  "mol_weight_g_mol": 73.09,
  "smiles": "CN=C=O.C"
}



Record 2
{
  "formula": "C3H6N4",
  "method": "ωB97M-V/def2-TZVPD",
  "species": ["H", "N", "C", "C", "C", "N", "N", "N", "H", "H", "H", "H", "H"],
  "xyz": [[0.75488, 0.80610, -2.07574], [1.36359, 0.00084, -1.91422], [1.03034, -0.67749, -0.90480], [-0.02602, -0.36576, 0.10462], [-0.21992, -1.35549, 1.22335], [-0.75553, 0.66291, 0.01950], [-0.93516, 1.95633, -0.90210], [-1.09538, 2.88040, -0.17800], [-0.93404, 2.50917, 0.83016], [1.59362, -1.58921, -0.70672], [0.68393, -1.40498, 1.83499], [-0.39942, -2.35380, 0.81917], [-1.06087, -1.06903, 1.84979]],
  "atomic_forces_ev_per_a": [[0.0, 0.1, 0.3], [-0.2, -0.2, -0.3], [0.6, -0.2, 0.0], [0.2, 0.8, -1.7], [-0.1, 0.2, 0.0], [-1.7, 0.9, 1.5], [1.1, -3.1, -1.0], [0.4, 0.5, 2.3], [-0.6, 0.9, -1.0], [0.1, -0.1, 0.0], [0.0, 0.0, 0.0], [0.0, 0.0, -0.1], [0.0, 0.1, 0.0]],
  "max_force_ev_per_a": 3.4,
  "gap_ev": 9.2,
  "multiplicity": 1,
  "mol_weight_g_mol": 98.11,
  "smiles": "[H]\\N=C/C(C)=N\\N=N/[H]"
}



Record 3
{
  "formula": "C13H36N10O21S4",
  "method": "ωB97M-V/def2-TZVPD",
  "species": ["C", "O", "N", "N", "H", "H", "H", "H", "C", "O", "N", "N", "H", "H", "H", "H", "C", "O", "N", "N", "H", "H", "H", "H", "C", "O", "N", "N", "H", "H", "H", "H", "C", "O", "N", "N", "H", "H", "H", "H", "C", "C", "O", "S", "O", "O", "O", "H", "H", "H", "H", "C", "C", "O", "S", "O", "O", "O", "H", "H", "H", "H", "C", "C", "O", "S", "O", "O", "O", "H", "H", "H", "H", "C", "C", "O", "S", "O", "O", "O", "H", "H", "H", "H"],
  "xyz": [[3.10658, -0.76568, 3.33532], [2.15583, -0.92799, 4.08619], [3.37793, -1.69082, 2.35140], [3.89503, 0.24764, 3.31907], [2.88354, -2.55393, 2.41043], [4.38108, -1.78971, 2.26048], [4.31305, 0.49915, 2.44224], [3.79556, 0.93681, 4.02059], [-5.17437, -1.13436, -3.31369], [-5.44368, -0.48844, -2.33605], [-6.09439, -2.01630, -3.80399], [-3.97970, -1.04965, -4.02994], [-5.69477, -2.65714, -4.46942], [-7.03542, -1.92648, -3.44874], [-3.33480, -0.38448, -3.66154], [-3.88800, -1.38935, -4.96061], [4.84245, -3.89805, -0.52749], [3.93416, -4.30840, 0.23059], [4.96130, -2.62549, -0.95246], [5.83584, -4.69940, -0.87327], [4.15047, -2.07563, -0.75651], [5.80709, -2.41553, -1.39039], [6.08538, -5.37000, -0.17994], [6.62445, -4.23653, -1.27655], [-5.44720, -0.90540, 1.62528], [-6.05614, -1.92233, 1.31543], [-5.33755, 0.10672, 0.80514], [-4.72783, -0.78939, 2.79512], [-4.70469, 0.87049, 1.00443], [-5.80371, 0.01233, -0.07435], [-4.67606, 0.13069, 3.19499], [-4.94125, -1.51764, 3.42977], [-2.81255, -4.67644, -1.84558], [-2.78954, -5.88284, -1.98823], [-3.37225, -4.10451, -0.78459], [-2.32163, -3.64252, -2.68283], [-3.71867, -4.61721, -0.00410], [-3.45633, -3.11555, -0.71765], [-2.77380, -2.78225, -2.44487], [-2.35377, -3.91765, -3.65565], [5.85543, 3.09804, 0.76032], [6.19775, 3.37710, -0.62023], [5.13316, 2.64229, -1.34712], [3.94043, 2.27997, -0.41108], [4.02759, 0.89666, -0.10261], [2.77465, 2.72526, -1.04862], [4.40487, 3.06305, 0.83304], [6.20339, 3.86940, 1.38893], [6.24216, 2.15623, 1.10454], [7.13738, 3.00201, -1.01026], [6.01594, 4.42038, -0.86197], [0.73754, 3.13502, 4.75043], [0.12231, 1.81614, 4.35279], [-0.94989, 2.18779, 3.45469], [-0.44252, 3.30319, 2.49335], [-1.55982, 4.04193, 2.07488], [0.38009, 2.81156, 1.47280], [0.46125, 4.00768, 3.55201], [1.79222, 3.07227, 4.90078], [0.11722, 3.53066, 5.54502], [-0.35464, 1.12943, 5.02289], [0.86757, 1.21288, 3.83866], [-2.66058, 2.83492, -1.75209], [-1.28531, 3.35197, -1.60714], [-0.57388, 2.85713, -2.75814], [-1.53672, 2.52458, -3.92491], [-1.43340, 1.12947, -4.10103], [-1.48940, 3.32444, -5.08748], [-2.79565, 3.03445, -3.19695], [-3.41268, 3.49297, -1.36496], [-2.73972, 1.76956, -1.64241], [-0.78791, 2.94833, -0.74281], [-1.20090, 4.39952, -1.72510], [0.27188, -1.88864, 0.10962], [0.69813, -0.58495, -0.38769], [-0.44274, 0.13214, -0.72225], [-1.66261, -0.34826, 0.10102], [-2.54941, -0.97357, -0.78754], [-2.23096, 0.62749, 0.93767], [-0.86929, -1.43144, 0.93247], [1.03278, -2.29688, 0.78038], [-0.11701, -2.50083, -0.69572], [1.24628, -0.71539, -1.32577], [1.22337, 0.00728, 0.36949]],
  "atomic_forces_ev_per_a": [[-3.5, -3.8, -0.1], [-0.1, 0.5, 0.6], [1.1, 0.5, -0.4], [2.8, 3.0, -0.3], [-0.2, -0.5, 0.2], [-0.2, -0.5, -0.5], [0.2, 0.2, -0.1], [-0.2, 0.6, 0.4], [-0.2, -0.4, -1.1], [0.4, 1.3, 1.1], [1.2, 0.2, -0.5], [-1.1, -0.3, 1.4], [-1.2, -0.4, -0.1], [0.3, -0.6, -0.3], [0.5, 0.3, -0.2], [0.0, 0.1, -0.3], [-2.7, -0.2, 2.9], [0.9, 1.0, -1.3], [-1.4, -1.0, 0.6], [2.0, -1.1, -0.9], [0.2, 0.9, -0.3], [0.7, 1.3, -0.8], [-0.1, -0.6, 0.2], [0.5, -0.2, -0.3], [0.0, -2.0, 0.4], [-0.1, -0.2, 0.4], [0.1, 2.4, -0.8], [0.2, 0.4, 0.0], [-0.2, -0.3, -0.4], [0.1, 0.1, -0.5], [0.1, 0.1, 0.1], [-0.2, -0.5, 0.7], [-0.1, 0.3, -0.2], [0.7, 0.1, -0.9], [-0.7, 0.7, 1.7], [0.3, -1.9, -0.2], [-0.1, -0.5, 0.1], [-0.1, 0.5, 0.2], [0.0, 0.6, -0.6], [0.1, 0.3, 0.1], [-0.1, -0.6, 1.7], [-1.4, -0.2, -2.6], [1.6, 0.7, -0.4], [-0.6, -1.9, -1.9], [0.2, -1.0, 0.6], [-1.0, 1.0, 0.4], [0.6, 1.4, 0.9], [0.2, 0.8, 1.0], [0.1, -0.6, 0.2], [0.1, 0.1, 0.3], [0.4, 0.1, -0.1], [-2.1, 0.5, -0.9], [0.2, -0.9, -1.6], [-0.1, -0.7, 0.3], [-0.7, -0.4, 0.1], [-0.9, 1.2, 0.3], [1.6, -1.1, -1.3], [1.0, 0.2, 1.6], [0.5, 0.3, 0.3], [0.6, 0.6, 0.3], [0.0, 0.3, 1.1], [-0.1, -0.1, -0.4], [-0.2, 0.4, -2.1], [1.3, -0.6, 0.5], [1.4, 0.1, 0.2], [-0.3, 0.3, -1.0], [-0.4, -1.5, 0.0], [0.9, 0.6, -0.4], [-2.0, -0.2, 0.3], [-0.4, -0.3, 0.8], [-0.4, -0.4, 0.9], [0.4, 0.2, 0.4], [-0.3, 1.2, 0.6], [-1.1, 0.1, 1.2], [2.7, 0.9, -1.0], [-0.9, 1.6, -0.8], [-0.3, -1.3, 0.6], [-1.1, -1.0, -1.4], [0.4, 1.2, 1.0], [-0.1, -0.5, 0.5], [-0.5, -0.4, -0.3], [0.1, -0.6, 0.1], [0.4, 0.4, 0.3], [0.4, -0.3, -0.2]],
  "max_force_ev_per_a": 5.2,
  "gap_ev": 8.5,
  "multiplicity": 1,
  "mol_weight_g_mol": 796.75
}